Here is C16H44N4O5V as an isolated structure in a non-equilibrium geometry from the OMol25 dataset. Energies are from ωB97M-V/def2-TZVPD.

XYZ file:
```
70
Properties=species:S:1:pos:R:3
O 1.84 0.52 -1.59
V 0.83 -0.03 -0.46
C 4.18 -2.92 -0.46
C 3.02 -1.94 -0.70
C 2.03 -2.50 -1.81
O 0.87 -1.71 -2.03
C 0.24 -2.09 -3.22
N 2.26 -1.56 0.41
H 4.78 -2.89 -1.37
H 3.87 -3.96 -0.48
H 4.78 -2.71 0.43
H 3.61 -1.09 -1.06
H 1.89 -3.57 -1.62
H 2.68 -2.34 -2.67
H -0.69 -1.53 -3.32
H -0.18 -3.10 -3.22
H 0.72 -1.80 -4.15
H 1.84 -2.45 0.63
H 2.90 -1.31 1.15
C -2.84 -1.20 1.83
C -1.37 -0.79 1.78
C -0.51 -1.20 3.00
O 0.75 -0.53 2.99
C 1.70 -0.96 4.02
N -0.77 -1.22 0.56
H -3.27 -0.68 2.69
H -2.90 -2.29 1.85
H -3.39 -0.79 0.99
H -1.35 0.29 1.63
H -0.22 -2.24 2.84
H -1.09 -1.09 3.91
H 1.77 -2.04 4.00
H 1.47 -0.58 5.01
H 2.69 -0.53 3.86
H -1.52 -1.18 -0.12
H -0.55 -2.20 0.55
C 1.23 2.90 2.96
C 0.63 2.64 1.62
C 0.88 3.78 0.64
O 0.19 3.54 -0.61
C 0.17 4.76 -1.45
N 1.24 1.42 1.14
H 0.73 3.67 3.53
H 2.26 3.24 2.86
H 1.32 2.00 3.58
H -0.46 2.55 1.56
H 1.96 3.88 0.51
H 0.44 4.65 1.12
H 1.19 5.04 -1.73
H -0.23 5.62 -0.91
H -0.57 4.61 -2.23
H 1.51 1.04 2.03
H 2.16 1.77 0.93
C -3.09 2.24 -1.79
C -2.39 0.92 -1.37
C -2.90 -0.34 -2.10
O -2.43 -1.46 -1.39
C -2.98 -2.75 -1.85
N -0.92 0.98 -1.57
H -2.87 3.06 -1.12
H -4.18 2.15 -1.73
H -2.85 2.56 -2.80
H -2.65 0.73 -0.33
H -2.49 -0.24 -3.11
H -3.97 -0.28 -2.29
H -2.71 -2.84 -2.90
H -4.06 -2.87 -1.71
H -2.61 -3.65 -1.36
H -0.85 1.97 -1.38
H -0.78 0.92 -2.57
```

The value obtained for the max |F| is 3.5 eV Å⁻¹. The HOMO-LUMO gap (alpha / beta) is 0.3439 / 0.3594 hartree. For the LUMO energy (alpha / beta), the calculation gives -6.322 / -5.905 eV. The net charge is +2. The value obtained for the highest occupied orbital energy (alpha / beta) is -0.576 / -0.576 hartree. The spin multiplicity is 2. Its energy above the lowest of the compared OMol25 structures with the same formula, charge and spin is 1.149 eV. The total energy is -2174.687224 Ha.